(1)
17
Properties=species:S:1:pos:R:3:forces:R:3 method="wB97M-V/def2-TZVPD" multiplicity=1 total_charge=0 homo_lumo_gap_ev=9.5834 homo_ev=-8.639 largest_force_ev_per_a=0.33 lumo_ev=0.944 total_energy_ha=-343.14132
C 2.36041 -0.33246 -0.32803 0.1041 -0.1222 0.0018
N 1.11246 0.40486 -0.41868 -0.1834 0.1469 0.0817
C -0.10285 -0.06336 0.02929 -0.1506 0.1932 -0.0083
O -0.07135 -1.38021 0.32609 0.0822 0.1134 -0.0358
N -1.19186 0.58705 0.13915 0.2694 -0.1722 -0.0612
C -1.34121 -1.91050 0.70497 -0.2031 -0.1605 0.0782
C -1.24359 1.95978 -0.29094 0.0071 0.2340 -0.0581
H 2.73551 -0.43502 0.69969 -0.1254 0.0008 -0.1417
H 2.24106 -1.33045 -0.75355 -0.0115 0.1392 0.0730
H 3.11342 0.20066 -0.91684 -0.1384 -0.1033 0.0931
H 1.19759 1.40821 -0.37368 -0.0513 -0.1066 -0.0346
H -1.60858 -1.57416 1.71203 0.0583 -0.0784 -0.1525
H -1.24270 -2.99607 0.67281 0.0680 0.1373 0.0354
H -2.11843 -1.56344 0.01997 0.1363 -0.1497 0.0847
H -0.82116 2.10932 -1.29801 -0.0361 -0.0110 0.1273
H -2.29244 2.27010 -0.32399 0.2009 0.0315 -0.0015
H -0.72628 2.64569 0.39971 -0.0265 -0.0923 -0.0815



(2)
16
Properties=species:S:1:pos:R:3:forces:R:3 method="wB97M-V/def2-TZVPD" multiplicity=1 total_charge=-1 homo_lumo_gap_ev=7.7591 homo_ev=-4.207 largest_force_ev_per_a=4.58 lumo_ev=3.552 total_energy_ha=-437.75188
C -2.05930 1.51920 0.56049 -0.1851 -1.1303 -1.6534
C -1.16744 0.97780 1.68976 0.4661 0.6381 -1.3671
O -1.71619 0.56931 2.69155 0.1437 0.0833 0.7475
N 0.19519 0.83896 1.49875 -3.0596 0.1138 3.2995
H -2.67785 0.59329 0.40701 0.2820 0.9301 -0.2871
H -1.59786 1.77865 -0.42254 0.2797 -0.5700 0.8737
H 0.60608 0.47324 2.33328 0.4458 -0.3185 0.0560
H 0.72841 0.91895 0.71355 1.2629 0.3647 -3.0736
H -2.78029 2.33758 0.68680 0.4398 -0.2246 1.1029
C 1.43716 -1.87910 -0.96297 4.5590 0.4197 -0.1603
C 1.65324 -0.74784 -2.04970 -2.6505 -1.7073 -1.0479
O 1.31442 0.41142 -1.75044 0.6835 0.7607 0.6067
O 1.81668 -1.24455 -3.20717 0.7074 0.8174 0.9989
H 1.90739 -2.75541 -1.49208 -0.0343 0.5578 1.2415
H 0.48474 -2.17372 -0.76914 -3.2629 -0.2467 0.1027
H 1.85563 -1.61778 0.07284 -0.0774 -0.4883 -1.4402



(3)
17
Properties=species:S:1:pos:R:3:forces:R:3 method="wB97M-V/def2-TZVPD" multiplicity=1 total_charge=0 homo_lumo_gap_ev=7.2711 homo_ev=-8.464 largest_force_ev_per_a=2.37 lumo_ev=-1.193 total_energy_ha=-458.95469
C 0.95432 1.62103 1.51098 -0.1228 0.1158 -0.2012
C -0.02388 0.48190 1.42305 0.4715 -0.7915 0.0785
C -0.96780 0.46176 -0.41452 0.4641 -0.5954 -1.8522
O -0.75747 0.12073 2.29767 0.0996 0.1126 -0.1858
O -0.90268 1.61140 -0.78032 0.0679 -0.6236 0.5690
H -1.83913 -0.07562 -0.01300 0.2656 0.0837 0.4442
H 0.42843 2.50464 1.87164 0.0469 -0.0416 0.0582
H 1.74055 1.34928 2.21491 -0.0688 -0.0224 0.0272
H 1.40302 1.83762 0.54463 0.0017 -0.0316 0.0080
C 0.61372 -0.91753 0.26207 0.0516 0.8137 2.2238
C -0.11380 -0.62864 -1.39288 -0.8038 0.8140 -0.6246
C -0.79233 -1.61499 -2.00699 0.1916 0.1801 0.3335
O 1.82080 -0.89294 0.28123 -0.6816 0.0494 -0.6670
H -0.04302 -1.70107 0.66743 -0.1228 -0.0582 -0.2906
H 0.65271 -0.08800 -1.93634 0.0625 -0.0200 0.0055
H -1.59274 -2.14792 -1.50587 -0.0818 0.0588 0.0222
H -0.58069 -1.92164 -3.02367 0.1585 -0.0438 0.0513



(4)
9
Properties=species:S:1:pos:R:3:forces:R:3 method="wB97M-V/def2-TZVPD" multiplicity=1 total_charge=0 homo_lumo_gap_ev=9.8147 homo_ev=-9.185 largest_force_ev_per_a=3.85 lumo_ev=0.630 total_energy_ha=-420.59433
C 0.44480 -0.14924 -0.95318 0.7008 -0.4239 -0.5805
C 1.00793 -0.86022 0.04621 0.3374 -0.2646 0.1129
C -0.62077 0.29833 0.76300 0.2463 -0.1648 0.0801
H 1.56507 -0.47992 -2.43383 2.9039 -1.6550 -0.5268
H 1.81748 -1.56192 0.17633 -0.1357 0.1820 -0.1902
N -0.61582 0.57245 -0.48079 -0.4114 0.6035 -0.2770
O 0.78348 -0.05032 -2.26459 -3.3000 1.6818 1.0686
O 0.29522 -0.55031 1.19552 -0.1697 0.0642 0.2482
F -1.41036 0.78961 1.67105 -0.1715 -0.0232 0.0648



(5)
18
Properties=species:S:1:pos:R:3:forces:R:3 method="wB97M-V/def2-TZVPD" multiplicity=1 total_charge=+1 homo_lumo_gap_ev=10.9460 homo_ev=-13.938 largest_force_ev_per_a=5.88 lumo_ev=-2.992 total_energy_ha=-397.57545
C -0.41898 -1.39701 -0.62554 0.8824 2.0003 0.8356
C 0.04855 0.76228 -0.13237 -2.0801 -0.3139 5.4884
C -2.38816 -0.20767 0.13515 -0.0429 1.0043 1.5121
C 2.30065 -0.22709 0.51582 -0.0173 -5.0387 1.2456
N 0.79772 -1.29330 -0.91145 3.4375 -0.7636 -2.1932
N -0.99630 -0.37224 -0.04094 2.5390 2.2804 -1.1672
N 1.30195 0.04119 -0.51285 -0.7233 -0.5475 -1.5266
O -0.18297 1.81784 -0.88443 1.6327 1.6569 0.8910
H -0.87052 -2.29118 -0.74908 -1.5719 -2.8064 -0.5692
H 0.06984 1.15569 1.00047 0.6643 -0.8129 -2.4205
H -2.95776 -0.39651 -0.71872 -0.7819 -0.3407 -1.5960
H -2.67147 -0.90109 0.90870 -0.6176 0.1773 0.5229
H -2.52526 0.84183 0.39270 -0.4746 -0.1769 0.4515
H 1.76631 -0.71617 1.39975 0.7211 1.1486 -1.0254
H 3.11784 -1.05312 0.24810 -2.0916 1.8910 -0.2341
H 2.78138 0.63950 0.69690 1.5417 2.8968 1.2066
H 1.77668 0.64119 -1.28130 -1.1468 -1.6360 0.8561
H -0.77669 1.78093 -1.58127 -1.8708 -0.6191 -2.2776



(6)
9
Properties=species:S:1:pos:R:3:forces:R:3 method="wB97M-V/def2-TZVPD" multiplicity=1 total_charge=0 homo_lumo_gap_ev=8.2509 homo_ev=-8.667 largest_force_ev_per_a=3.45 lumo_ev=-0.416 total_energy_ha=-967.18559
C -0.11696 -1.16045 -0.16461 -0.8400 1.5263 0.2333
C -1.37794 -0.03323 -0.00463 2.4464 -2.1597 -1.1061
C 1.05827 0.75551 0.05052 1.1907 2.3165 1.8619
N 1.02483 -0.64596 -0.03603 -0.1436 -0.2009 -1.1487
S -2.89962 -0.48275 -0.02491 -1.1206 -0.1794 0.2038
S -0.67261 1.53686 0.00489 0.6608 -1.0343 -0.5230
H -0.13860 -2.25979 -0.38376 -0.9134 1.0938 0.5583
H 1.22994 0.99605 1.13925 0.7054 -0.1672 -1.0674
H 1.89269 1.29376 -0.58072 -1.9857 -1.1951 0.9880



(7)
60
Properties=species:S:1:pos:R:3:forces:R:3 method="wB97M-V/def2-TZVPD" multiplicity=1 total_charge=0 homo_lumo_gap_ev=7.8917 homo_ev=-8.020 largest_force_ev_per_a=1.32 lumo_ev=-0.128 total_energy_ha=-1869.47587
C 6.90423 1.41850 1.02206 -0.1506 -0.3156 -0.2410
C 6.92131 0.32858 -0.04567 0.3299 0.3446 0.0998
O 5.78424 -0.50906 0.01417 -0.3062 -0.2006 0.0311
C 4.60002 -0.08198 -0.48135 -0.2147 -0.1994 0.0397
C 4.36379 1.11200 -1.14551 0.1939 -0.1547 0.1068
C 3.09698 1.42427 -1.63825 -0.1009 0.0203 -0.0320
C 2.04335 0.56026 -1.48054 0.0785 -0.0882 0.0547
C 2.24718 -0.65384 -0.80970 0.7208 0.1168 0.1393
C 3.51520 -0.97023 -0.31154 -0.2691 0.5865 -0.3454
O 3.74975 -2.13246 0.34276 0.3192 0.1270 0.0129
C 2.78996 -3.06939 0.55856 -0.1306 -0.5370 0.2633
O 3.10812 -4.06834 1.16069 -0.0668 0.3695 -0.2259
C 1.44897 -2.77727 0.04167 0.0814 0.7353 -0.3439
C 1.20991 -1.60925 -0.61206 0.1087 -0.6998 0.3690
H 0.22678 -1.39065 -1.00017 -0.1181 -0.0058 -0.0406
C 0.38303 -3.74458 0.22549 0.1094 -1.0990 0.5043
C 0.47171 -4.99131 0.77789 -0.0521 0.3089 -0.1321
S -1.05399 -5.78422 0.75552 -0.2215 0.6788 -0.3596
C -1.72583 -4.33647 -0.01765 0.8369 -0.8593 0.5458
N -0.87072 -3.40349 -0.20589 -0.3612 0.4858 -0.2401
N -3.05101 -4.31196 -0.34089 -0.5271 -0.5418 0.1620
C -3.78495 -3.37059 -1.04455 0.0355 0.2227 -0.1578
O -4.95352 -3.59612 -1.25334 -0.2066 0.0329 -0.0605
C -3.07096 -2.11871 -1.46703 -0.0215 0.2663 -0.0939
C -2.99707 -1.14194 -0.28870 0.1111 -0.1076 -0.3587
C -2.14848 0.07062 -0.65200 -0.1907 -0.2664 0.4211
O -1.49684 0.11337 -1.68090 0.1302 -0.1455 -0.4966
N -2.12178 1.08121 0.24348 0.1935 0.2772 0.0978
C -2.85294 1.16922 1.48547 -0.4435 -0.0710 0.1617
H -3.30402 0.21293 1.74066 0.0940 0.0091 0.0030
C -3.91987 2.26254 1.39103 0.3742 0.0469 0.2067
C -3.27134 3.60746 1.05595 -0.3232 0.0207 -0.2961
C -4.32290 4.70222 0.90675 0.2536 -0.1501 0.1371
H -3.85139 5.65559 0.68081 -0.0019 0.1439 -0.0362
H -4.89518 4.81064 1.82514 -0.1108 0.0599 0.0798
H -5.01154 4.46101 0.09999 -0.1026 -0.0166 -0.1075
C -2.44770 3.45529 -0.22452 0.1979 -0.0900 0.3785
C -1.43822 2.31607 -0.08867 0.1351 0.2202 -0.4360
H -0.90537 2.15994 -1.02700 0.0103 0.0294 0.1902
H -0.71310 2.54373 0.70093 0.0023 -0.0063 -0.0315
H -1.91796 4.38306 -0.44487 0.0004 0.0622 -0.0561
H -3.11569 3.23889 -1.06080 -0.0370 0.0137 -0.0872
H -2.59511 3.87936 1.87517 0.0316 -0.0364 0.0086
H -4.45908 2.32770 2.33726 -0.0728 0.0011 0.0329
H -4.63522 2.00036 0.60852 -0.0869 -0.0326 -0.0377
H -2.14005 1.42903 2.27854 -0.0633 -0.0852 -0.0036
H -2.53082 -1.63729 0.56603 -0.0767 0.0742 0.0861
H -4.00682 -0.83072 -0.01733 0.0101 -0.0043 0.1083
H -2.06098 -2.34660 -1.80369 -0.1568 0.0760 -0.0351
H -3.63143 -1.66085 -2.28254 -0.0186 -0.1439 0.0462
H -3.58262 -5.13751 -0.08719 -0.0290 0.2484 -0.1100
H 1.33769 -5.46820 1.18583 0.1784 -0.0491 0.0734
H 1.05883 0.77832 -1.86260 -0.1515 0.0448 -0.0549
H 2.95781 2.36295 -2.15273 -0.0210 0.0757 -0.0499
H 5.16387 1.81815 -1.29891 0.1184 0.0260 0.0350
H 7.03224 0.76107 -1.04776 -0.0038 -0.1050 0.0621
H 7.76088 -0.34882 0.13171 -0.0920 0.1134 -0.1088
H 6.82046 0.96459 2.00608 0.0114 -0.0120 0.0959
H 7.82619 1.99134 0.97457 0.0946 0.0899 0.0061
H 6.06193 2.09160 0.88158 -0.0321 0.0952 0.0194



(8)
20
Properties=species:S:1:pos:R:3:forces:R:3 method="wB97M-V/def2-TZVPD" multiplicity=1 total_charge=0 homo_lumo_gap_ev="6.5098 / 6.7209" homo_ev="-8.477 / -8.575" largest_force_ev_per_a=5.61 lumo_ev="-1.967 / -1.854" total_energy_ha=-3068.62433
C -1.83341 -0.56107 -1.11905 -0.1564 0.1730 0.3170
C -3.35464 -0.68066 0.77908 -0.0957 -0.1816 0.4700
C 2.14625 0.99732 -1.18794 2.6623 2.2623 -3.1882
C 1.82929 -0.27375 -1.46291 -2.1110 -3.5839 0.0298
C 1.85630 1.60602 -0.03992 -2.6115 1.6644 4.6735
C 0.92948 -1.02378 -0.57366 3.8496 2.5362 -1.4286
C 0.97265 0.95930 0.85163 1.5634 -0.4525 -0.9926
C 0.61310 -0.42851 0.64103 -2.4546 0.7158 1.2433
C -0.41412 -0.92489 1.55755 0.5392 -1.6083 -3.9489
C -2.34740 -0.04074 0.03839 0.3926 0.7945 1.7155
N -1.21196 -0.99691 -1.98009 0.5423 -0.5002 -1.2251
N -4.08145 -1.19379 1.51236 -0.1998 -0.0579 -0.1369
Br -2.25669 1.87506 0.25972 -0.0257 -0.5995 -0.2181
H 2.67912 1.75693 -1.84339 -0.2508 -1.8816 0.0517
H 2.14315 -0.86600 -2.35037 -0.1851 1.0429 0.5323
H 2.20894 2.65555 0.19028 -0.6063 -1.3752 -0.3988
H 0.92224 -2.01973 -0.86754 -0.9480 -1.7613 0.1924
H 0.56736 1.46934 1.70121 0.0613 0.1381 0.4503
H -0.86328 -1.98193 1.49409 0.8643 1.9064 0.2020
H -0.50491 -0.32775 2.39954 -0.8301 0.7684 1.6594



Ordered ΔE to the lowest compared entry with this formula, charge and spin results: 157.90, 140.74, 513.30, 16.37, 272.56, 79.78, 139.40, 311.89; unit kJ/mol.